[1]
The following is a DFT calculation (ωB97M-V/def2-TZVPD) of C29H34CsN3O8 as an isolated structure.

Structure (XYZ):
```
75
Properties=species:S:1:pos:R:3:lowdin_charge:R:1
Cs 1.489 0.479 -0.471 1.168
O -2.755 1.150 2.231 -0.052
C -1.614 1.277 1.737 -0.669
O -0.990 0.422 1.056 -0.195
C -0.971 2.672 1.933 -0.118
C -0.977 3.495 0.627 -0.262
C -0.957 4.993 0.978 -0.113
C 0.518 5.173 1.425 -0.112
C 1.061 3.744 1.240 -0.283
O 0.336 3.311 0.073 -0.152
C 0.522 2.852 2.366 -0.124
C 1.386 1.626 2.777 -0.717
O 0.930 0.955 3.718 -0.030
O 2.495 1.482 2.186 -0.184
H -1.617 3.166 2.659 0.130
H -1.726 3.195 -0.103 0.158
H -1.680 5.238 1.756 0.105
H -1.178 5.599 0.096 0.100
H 0.618 5.518 2.454 0.103
H 1.044 5.875 0.774 0.099
H 2.130 3.644 1.068 0.139
H 0.500 3.426 3.298 0.139
C -2.500 -2.293 1.657 -0.031
N -1.395 -3.125 2.119 -0.067
C -0.422 -2.399 2.937 -0.149
C 0.638 -3.332 3.475 -0.155
C 1.166 -4.183 2.341 -0.180
N 0.073 -4.917 1.732 -0.106
C 0.463 -5.992 0.850 -0.072
C -1.147 -4.289 1.471 -0.499
O -1.970 -4.804 0.715 0.015
H -3.475 -2.675 1.961 0.083
H -2.481 -2.197 0.570 0.095
H -2.324 -1.304 2.074 0.054
H -0.959 -1.914 3.753 0.133
H 0.026 -1.587 2.356 0.116
H 0.214 -3.990 4.239 0.114
H 1.438 -2.744 3.926 0.119
H 1.895 -4.912 2.707 0.113
H 1.682 -3.552 1.601 0.131
H 0.982 -6.769 1.418 0.076
H 1.135 -5.640 0.057 0.089
H -0.428 -6.407 0.391 0.074
C 5.305 -0.901 -0.166 -0.044
C 5.225 0.349 -1.000 -0.247
C 4.856 1.547 -0.402 -0.094
C 4.701 2.693 -1.173 -0.087
C 4.860 2.625 -2.541 -0.039
C 5.211 1.424 -3.152 -0.230
N 5.330 1.386 -4.556 0.086
C 4.646 0.474 -5.395 -0.213
C 5.153 0.319 -6.688 -0.053
C 4.574 -0.556 -7.591 -0.125
C 3.497 -1.337 -7.194 -0.114
C 3.004 -1.197 -5.905 -0.030
C 3.533 -0.278 -5.004 -0.074
C 2.787 -0.100 -3.679 -0.729
O 2.347 1.047 -3.472 -0.074
O 2.688 -1.119 -2.959 -0.107
C 5.463 0.289 -2.379 -0.170
C 5.934 -0.995 -3.006 -0.028
H 5.005 -0.693 0.861 0.081
H 6.313 -1.324 -0.152 0.072
H 4.640 -1.666 -0.576 0.086
H 4.625 1.575 0.658 0.097
H 4.390 3.619 -0.706 0.100
H 4.636 3.484 -3.164 0.109
H 5.420 2.299 -4.969 0.126
H 6.032 0.893 -6.964 0.100
H 4.982 -0.646 -8.592 0.085
H 3.045 -2.045 -7.878 0.086
H 2.166 -1.796 -5.569 0.116
H 6.397 -0.813 -3.976 0.076
H 5.093 -1.679 -3.151 0.084
H 6.668 -1.487 -2.364 0.070
```

The calculation puts the energy relative to the best compared isomer or geometry (same formula, charge and spin) at 0.337 eV. Its orbital gap is 0.2444 Ha. The calculation puts the highest occupied orbital energy at -2.75 eV. Its LUMO energy is 3.90 eV. The charge is -2.

***

[2]
The following is a DFT calculation (ωB97M-V/def2-TZVPD) of a 5-piece molecular cluster, H10O5 overall.

Structure (XYZ):
```
15
Properties=species:S:1:pos:R:3:nbo_charge:R:1
O 5.380 25.964 31.174 -0.949
H 4.932 26.743 31.595 0.456
H 5.354 26.352 30.280 0.485
O 7.670 29.660 28.629 -0.925
H 8.440 29.749 29.269 0.471
H 8.293 30.063 28.046 0.471
O 7.214 25.547 27.458 -0.918
H 8.077 25.182 27.500 0.483
H 7.430 26.196 26.773 0.469
O 5.853 27.487 28.689 -1.011
H 6.598 28.150 28.706 0.506
H 6.285 26.782 28.103 0.505
O 3.657 29.111 28.922 -0.982
H 3.829 29.476 29.747 0.445
H 4.489 28.405 28.875 0.495
```

The calculation puts the energy relative to the best compared isomer or geometry (same formula, charge and spin) at 2.002 eV. Its orbital gap is 0.3686 Ha. The calculation puts the highest occupied orbital energy at -10.16 eV. Its LUMO energy is -0.12 eV. The charge is 0.

***

[3]
The following is a DFT calculation (ωB97M-V/def2-TZVPD) of the molecule C14H24ClNO5.

Structure (XYZ):
```
45
Properties=species:S:1:pos:R:3:nbo_charge:R:1
C 1.881 4.461 0.126 -0.602
C 0.541 4.200 0.805 -0.396
C -0.648 4.206 -0.184 -0.404
C -1.560 2.968 -0.119 -0.390
C -1.552 2.149 -1.417 -0.390
C -2.431 0.887 -1.336 -0.401
C -1.692 -0.468 -1.443 -0.405
C -1.909 -1.415 -0.248 -0.450
C -0.720 -1.543 0.678 0.501
O -1.049 -2.302 1.829 -0.426
N -1.830 -1.550 2.754 0.393
O -2.052 -2.195 3.691 -0.232
O -0.297 -0.226 1.069 -0.512
C 0.995 -0.068 0.660 0.981
O 1.503 0.967 0.357 -0.549
O 1.583 -1.291 0.644 -0.515
C 0.544 -2.152 0.064 0.064
C 0.913 -3.571 0.435 -0.450
C 2.109 -4.060 -0.402 -0.169
C 3.204 -4.751 0.403 -0.623
Cl 1.538 -5.143 -1.719 -0.081
H 1.803 5.347 -0.512 0.194
H 2.676 4.661 0.847 0.205
H 2.184 3.625 -0.506 0.210
H 0.386 4.959 1.579 0.192
H 0.555 3.240 1.327 0.206
H -0.256 4.284 -1.203 0.195
H -1.239 5.109 -0.010 0.204
H -1.291 2.314 0.714 0.205
H -2.600 3.271 0.052 0.192
H -0.514 1.880 -1.645 0.198
H -1.890 2.798 -2.228 0.199
H -3.014 0.921 -0.410 0.200
H -3.167 0.929 -2.144 0.208
H -0.631 -0.275 -1.623 0.200
H -2.051 -0.973 -2.342 0.217
H -2.744 -1.038 0.348 0.231
H -2.203 -2.408 -0.596 0.227
H 0.611 -1.975 -1.011 0.207
H 1.215 -3.559 1.483 0.240
H 0.065 -4.247 0.333 0.246
H 2.559 -3.211 -0.919 0.216
H 3.301 -4.294 1.390 0.218
H 4.165 -4.645 -0.101 0.224
H 3.008 -5.816 0.530 0.225
```

Its orbital gap is 0.3820 Ha. The calculation puts the highest occupied orbital energy at -10.58 eV. Its LUMO energy is -0.18 eV. The charge is 0.

***

[4]
The following is a DFT calculation (ωB97M-V/def2-TZVPD) of a 2-piece molecular cluster, C5H12 overall.

Structure (XYZ):
```
17
Properties=species:S:1:pos:R:3:nbo_charge:R:1
C -0.328 2.354 0.848 -0.614
C 0.796 1.498 1.423 -0.617
H -0.980 2.597 1.702 0.196
H -0.999 1.830 0.166 0.210
H -0.109 3.347 0.447 0.204
H 0.419 0.486 1.417 0.213
H 1.585 1.398 0.665 0.195
H 1.280 1.920 2.294 0.212
C 0.657 -1.644 -1.732 -0.653
C -0.132 -1.456 -0.470 -0.170
C -1.419 -1.774 -0.394 -0.410
H 1.349 -0.865 -2.037 0.224
H 1.327 -2.496 -1.540 0.211
H 0.004 -1.956 -2.547 0.210
H 0.508 -1.363 0.396 0.199
H -2.029 -1.441 0.443 0.195
H -1.929 -2.433 -1.083 0.195
```

The calculation puts the energy relative to the best compared isomer or geometry (same formula, charge and spin) at 1.981 eV. Its orbital gap is 0.3831 Ha. The calculation puts the highest occupied orbital energy at -9.26 eV. Its LUMO energy is 1.16 eV. The charge is 0.

***

[5]
The following is a DFT calculation (ωB97M-V/def2-TZVPD) of C23H42AlN3OP2 as an isolated structure.

Structure (XYZ):
```
72
Properties=species:S:1:pos:R:3:lowdin_charge:R:1
Al 0.226 -0.161 0.140 -0.142
P 1.053 -0.272 -2.079 1.037
P -0.336 -0.505 2.437 1.041
N 0.053 -2.239 -0.061 -0.128
C 0.224 -1.871 -2.504 -0.248
H -0.424 -1.691 -3.376 0.105
H 1.008 -2.574 -2.823 0.095
C -0.594 -2.505 -1.374 -0.215
H -1.612 -2.108 -1.346 0.096
H -0.680 -3.594 -1.511 0.141
C -0.511 -2.992 1.122 -0.180
H 0.318 -3.485 1.651 0.133
H -1.146 -3.796 0.731 0.134
C -1.280 -2.050 2.038 -0.277
H -1.548 -2.548 2.976 0.102
H -2.216 -1.761 1.544 0.081
C -1.414 0.642 3.418 -0.490
C -2.002 1.745 2.533 -0.105
H -2.798 1.382 1.872 0.075
H -1.216 2.218 1.924 0.058
H -2.423 2.536 3.172 0.101
C 1.000 -1.104 3.560 -0.503
C 2.057 -0.019 3.835 -0.097
H 3.052 -0.486 3.822 0.097
H 1.917 0.443 4.824 0.083
H 2.063 0.774 3.073 0.048
C 2.835 -0.484 -2.513 -0.496
C 3.623 0.836 -2.552 -0.092
H 4.690 0.596 -2.433 0.101
H 3.350 1.515 -1.727 0.073
H 3.516 1.372 -3.509 0.081
C 0.374 1.009 -3.208 -0.525
C 0.827 2.426 -2.837 -0.096
H 0.108 3.128 -3.279 0.100
H 1.818 2.653 -3.255 0.083
H 0.863 2.608 -1.754 0.036
C 1.343 1.685 0.654 -0.056
C 0.406 -1.771 4.820 -0.092
H -0.689 -1.658 4.918 0.073
H 0.614 -2.850 4.788 0.090
H 0.871 -1.381 5.736 0.093
C 3.057 -1.381 -3.753 -0.096
H 3.884 -0.999 -4.370 0.098
H 3.360 -2.386 -3.421 0.090
H 2.170 -1.494 -4.399 0.063
C 0.674 0.695 -4.676 -0.088
H 0.169 1.460 -5.282 0.099
H 1.752 0.742 -4.896 0.083
H 0.288 -0.288 -4.981 0.078
C -0.699 1.321 4.591 -0.087
H 0.167 1.892 4.232 0.086
H -1.400 2.042 5.037 0.098
H -0.378 0.627 5.380 0.076
H -2.223 -0.016 3.775 0.122
H -0.714 0.929 -3.042 0.101
H 1.488 -1.889 2.966 0.097
H 3.181 -1.033 -1.622 0.102
O 1.952 2.638 0.900 0.180
H 1.018 -2.568 -0.154 0.130
H 1.778 -0.484 0.582 0.003
N -6.041 -0.506 -1.211 0.216
C -5.034 0.078 -1.091 -0.137
C -3.783 0.796 -0.955 -0.172
C -3.726 2.172 -1.202 0.064
C -2.512 2.821 -0.999 0.024
C -1.413 2.092 -0.573 -0.131
N -1.449 0.743 -0.437 0.016
C -2.651 0.095 -0.567 -0.031
H -4.615 2.702 -1.537 0.150
H -2.407 3.885 -1.149 0.137
H -0.503 2.630 -0.290 0.090
H -2.717 -0.980 -0.304 0.123
```

The calculation puts the energy relative to the best compared isomer or geometry (same formula, charge and spin) at 0.000 eV. Its orbital gap is 0.2815 Ha. The calculation puts the highest occupied orbital energy at -14.45 eV. Its LUMO energy is -6.79 eV. The charge is +2.

***

[6]
The following is a DFT calculation (ωB97M-V/def2-TZVPD) of the molecule C6H4O.

Structure (XYZ):
```
11
Properties=species:S:1:pos:R:3:nbo_charge:R:1
C 3.108 0.291 0.176 0.195
C 1.845 0.075 0.253 -0.594
C 0.456 0.057 0.656 0.200
C -0.476 0.989 0.289 -0.221
C -1.531 0.265 -0.334 -0.329
C -1.193 -1.050 -0.240 0.124
O -0.028 -1.201 0.400 -0.394
H 1.853 -0.353 -0.798 0.329
H -0.350 2.063 0.346 0.240
H -2.358 0.679 -0.886 0.238
H -1.616 -1.970 -0.609 0.212
```

The calculation puts the energy relative to the best compared isomer or geometry (same formula, charge and spin) at 3.801 eV. Its orbital gap is 0.3374 Ha. The calculation puts the highest occupied orbital energy at -9.08 eV. Its LUMO energy is 0.10 eV. The charge is 0.

***

[7]
The following is a DFT calculation (ωB97M-V/def2-TZVPD) of C6H14IO3P as an isolated structure.

Structure (XYZ):
```
25
Properties=species:S:1:pos:R:3:nbo_charge:R:1
C 0.974 -2.936 2.057 -0.644
C -2.813 1.764 -0.824 -0.632
C 2.175 1.902 -1.805 -0.702
C -0.103 -2.127 1.267 -0.074
C -1.548 1.536 -0.042 -0.052
C 2.351 0.765 -0.865 -0.536
O 0.114 -1.642 -1.522 -1.077
O 0.188 -0.750 0.937 -0.826
O -0.841 0.609 -0.903 -0.859
P 0.292 -0.478 -0.649 2.259
I 3.496 -0.972 -1.417 0.152
H 1.413 -2.215 2.724 0.215
H 0.595 -3.820 2.457 0.220
H 1.859 -3.377 1.557 0.216
H -3.697 1.216 -0.498 0.220
H -3.091 2.855 -0.614 0.208
H -2.620 1.613 -1.895 0.236
H 2.624 2.812 -1.390 0.226
H 2.456 1.623 -2.797 0.233
H 1.011 2.141 -1.960 0.231
H -0.960 -2.092 1.892 0.176
H -0.369 -2.612 0.345 0.213
H -1.784 1.251 1.027 0.193
H -0.826 2.299 0.001 0.180
H 2.408 1.115 0.226 0.225
```

The calculation puts the energy relative to the best compared isomer or geometry (same formula, charge and spin) at 0.856 eV. Its orbital gap is 0.3293 Ha. The calculation puts the highest occupied orbital energy at -8.48 eV. Its LUMO energy is 0.48 eV. The charge is 0.

***

[8]
The following is a DFT calculation (ωB97M-V/def2-TZVPD) of a 2-piece molecular cluster, C8H11NOSi overall.

Structure (XYZ):
```
22
Properties=species:S:1:pos:R:3:nbo_charge:R:1
C 3.723 -0.176 0.358 -0.184
C 2.833 -1.133 0.735 -0.211
C 3.252 0.800 -0.474 -0.207
C 1.531 -0.965 0.602 -0.197
C 1.922 0.864 -0.786 -0.201
C 0.996 0.029 -0.223 -0.473
C -2.952 -0.850 -0.200 -0.258
C -3.206 0.171 0.920 -0.073
N -1.955 -0.443 -1.103 -1.094
O -1.896 0.767 1.068 -0.938
Si -0.879 0.604 -0.180 1.919
H 4.749 -0.286 0.504 0.215
H 3.160 -1.889 1.494 0.212
H 3.946 1.591 -0.818 0.218
H 0.903 -1.640 1.134 0.210
H 1.524 1.771 -1.254 0.228
H -2.701 -1.906 0.080 0.190
H -3.916 -0.883 -0.782 0.202
H -3.711 1.034 0.445 0.188
H -3.682 -0.173 1.849 0.208
H -2.260 -0.062 -1.982 0.408
H -1.381 2.774 -1.387 -0.361
```

The calculation puts the energy relative to the best compared isomer or geometry (same formula, charge and spin) at 4.716 eV. Its orbital gap (spin up / spin down) is 0.3021 / 0.3021 Ha. The calculation puts the highest occupied orbital energy (spin up / spin down) at -8.20 / -8.20 eV. Its LUMO energy (spin up / spin down) is 0.02 / 0.02 eV. The charge is 0.

***

| no. | total energy (eV) | strongest force on any atom (eV Å⁻¹) |
| --- | --- | --- |
| 1 | -52028.65675 | 0.38 |
| 2 | -10398.84738 | 4.77 |
| 3 | -39155.11197 | 1.18 |
| 4 | -5377.95855 | 2.51 |
| 5 | -56211.47190 | 3.90 |
| 6 | -8328.63906 | 0.93 |
| 7 | -29980.08872 | 4.59 |
| 8 | -19886.77942 | 4.61 |